Entry from the Open Molecules 2025 dataset: an isolated ion of composition C8H9FN3O2S and charge +1 in a non-equilibrium geometry (wB97M-V/def2-TZVPD).

## Properties
* lowest unoccupied orbital energy: -3.89 eV
* total energy: -1122.74287 Ha
* HOMO-LUMO gap: 8.74 eV
* net charge: +1
* HOMO: -12.63 eV

Structure (XYZ):
```
24
Properties=species:S:1:pos:R:3:forces:R:3
C 0.658 0.482 -1.983 -0.59 0.18 0.36
C -1.722 0.373 -1.476 1.09 -0.32 -1.66
C 0.396 1.286 -3.076 0.63 0.29 -1.43
C -1.976 1.075 -2.678 0.27 0.62 0.59
C -0.370 0.005 -1.132 -1.93 0.77 -1.00
C -0.928 1.607 -3.438 1.44 -2.45 3.69
C -0.237 -0.885 0.024 -1.06 -0.83 -0.30
C 1.389 -1.013 1.786 -2.47 0.43 1.11
N 2.638 -1.071 2.123 3.52 0.74 -2.91
N 0.521 -1.271 2.750 0.21 -0.72 2.01
N -0.846 -1.026 3.035 -1.07 0.38 -0.81
O -1.003 -1.716 0.471 1.98 1.85 -0.96
O 1.092 -0.646 0.586 -0.35 -0.33 -0.45
F -1.143 2.445 -4.360 -0.67 1.56 -2.35
S -1.398 0.711 2.900 -0.12 -1.80 -1.08
H 1.690 0.282 -1.816 0.54 -0.40 0.38
H -2.557 0.022 -0.890 0.01 -0.01 0.14
H 1.245 1.624 -3.756 -1.26 -0.37 1.16
H -2.949 1.407 -3.037 -0.18 -0.42 0.56
H 3.077 -0.899 2.997 -0.41 -0.09 1.05
H 3.266 -0.766 1.349 -0.56 -0.68 0.83
H 1.073 -1.572 3.598 -1.53 0.31 -0.95
H -0.420 1.094 3.646 0.96 0.71 1.09
H -1.497 -1.550 2.377 1.54 0.60 0.96
```
Positions in Å, forces in eV/Å.

---

Entry from the Open Molecules 2025 dataset: the molecule C8H9N in a non-equilibrium geometry (wB97M-V/def2-TZVPD).

## Properties
* lowest unoccupied orbital energy (spin up / spin down): 0.43 / 0.36 eV
* total energy: -364.79143 Ha
* HOMO-LUMO gap (spin up / spin down): 8.19 / 7.98 eV
* HOMO (spin up / spin down): -7.75 / -7.61 eV

Structure (XYZ):
```
18
Properties=species:S:1:pos:R:3:forces:R:3
C -1.209 2.135 -0.412 3.76 -2.51 0.53
C -2.002 1.026 -0.203 1.23 -2.35 0.41
C 0.152 1.726 -0.350 -4.29 -2.57 0.44
C -1.163 -0.107 -0.031 -0.38 1.32 -0.41
C -1.626 -1.471 0.315 0.16 2.13 0.06
C -0.830 -2.437 0.575 1.67 -0.87 -0.30
C 1.289 -0.491 -0.454 -0.38 0.17 0.79
C 2.434 -0.310 0.419 1.85 -1.87 -0.82
N 0.191 0.300 -0.132 -3.19 2.33 -0.56
H -1.536 3.069 -0.624 -0.76 2.73 -0.46
H -3.067 1.012 -0.184 -0.49 -0.14 0.14
H 0.979 2.238 -0.632 2.45 1.30 -0.53
H -2.680 -1.493 0.533 -0.59 -0.22 -0.15
H -0.635 -3.452 0.804 -0.20 -0.44 0.20
H 1.401 -0.798 -1.458 -0.10 -0.51 -0.95
H 3.178 0.419 0.099 -0.25 0.68 0.00
H 3.070 -1.244 0.344 -0.74 0.67 0.61
H 2.051 -0.121 1.392 0.26 0.14 1.03
```
Positions in Å, forces in eV/Å.

---

Entry from the Open Molecules 2025 dataset: an isolated ion of composition C8H9N2O3 and charge -1 in a non-equilibrium geometry (wB97M-V/def2-TZVPD).

## Properties
* lowest unoccupied orbital energy: 3.33 eV
* total energy: -645.42909 Ha
* HOMO-LUMO gap: 5.77 eV
* net charge: -1
* HOMO: -2.44 eV

Structure (XYZ):
```
22
Properties=species:S:1:pos:R:3:forces:R:3
C 3.176 -1.716 -0.394 0.53 0.02 0.11
C 2.936 -2.728 0.538 -1.64 -0.46 0.27
C 2.122 -0.861 -0.410 -0.06 -1.44 1.21
C 1.642 -2.464 1.069 1.54 -1.69 0.02
C -1.457 1.043 -0.249 0.44 1.67 2.13
C -3.447 2.221 0.908 -1.99 -0.24 -1.63
C -1.375 2.161 -1.256 -2.64 -2.78 -2.75
C -0.131 -0.874 0.591 -1.22 -0.04 0.57
N 1.203 -1.360 0.469 -2.19 1.80 -0.02
N -0.402 0.282 -0.125 0.46 -1.15 -0.04
O -2.883 3.275 0.904 1.40 1.17 0.58
O -2.399 1.000 0.718 0.48 -0.69 -1.18
O -4.627 1.890 0.869 1.40 -0.92 0.54
H 4.019 -1.381 -0.924 1.34 -0.55 -0.70
H 3.262 -3.749 0.525 0.96 -0.09 0.41
H 2.065 -0.027 -1.039 -0.48 1.18 -0.38
H 1.060 -3.134 1.763 0.45 1.27 -1.07
H -2.492 1.984 -1.675 2.26 1.34 0.38
H -1.262 3.154 -0.859 0.09 0.21 0.02
H -0.701 1.845 -2.168 -1.01 0.88 1.95
H -0.657 -0.983 1.527 0.32 -0.03 0.07
H 0.347 0.421 -0.781 -0.42 0.53 -0.51
```
Positions in Å, forces in eV/Å.

---

Entry from the Open Molecules 2025 dataset: C8H9N3O as an isolated structure in a non-equilibrium geometry (wB97M-V/def2-TZVPD).

## Properties
* lowest unoccupied orbital energy: -7.65 eV
* total energy: -548.90535 Ha
* HOMO-LUMO gap: 8.86 eV
* net charge: +2
* HOMO: -16.51 eV

Structure (XYZ):
```
21
Properties=species:S:1:pos:R:3:forces:R:3
C 4.042 0.091 0.754 1.07 -0.48 2.19
C -2.614 -1.176 0.057 1.36 0.88 -0.09
C -0.410 -1.302 -0.529 0.32 5.18 2.05
C 2.731 -0.020 0.519 -4.20 0.05 -0.06
C 5.031 0.199 -0.114 -0.02 0.33 -1.06
C 0.204 -0.193 0.325 -3.24 -0.05 -0.02
C -2.836 0.290 0.123 1.87 -1.30 1.18
C -0.439 0.659 -0.761 -2.35 -3.89 5.78
N -1.580 -1.804 -0.240 -0.68 -1.56 0.44
N 1.552 -0.040 0.465 4.67 -0.13 0.35
N -1.732 1.230 -0.371 -2.16 1.74 -1.15
O 5.901 0.332 -0.800 1.12 0.04 -0.80
H 4.498 -0.041 1.758 -0.83 0.06 -0.19
H -3.423 -1.797 0.159 -2.49 -0.99 0.71
H 0.109 -1.798 -1.222 2.37 -1.32 -2.88
H -0.367 -0.154 1.309 1.12 0.11 -0.97
H -3.782 0.324 -0.265 -2.24 1.46 -1.88
H -2.952 0.614 1.126 -0.27 -0.22 1.18
H 0.033 0.840 -1.591 2.15 1.58 -4.54
H -2.218 1.824 -1.115 1.27 -1.08 0.42
H -1.750 1.922 0.413 1.17 -0.42 -0.66
```
Positions in Å, forces in eV/Å.

---

Entry from the Open Molecules 2025 dataset: an isolated ion of composition C8H9N4 and charge +1 in a non-equilibrium geometry (wB97M-V/def2-TZVPD).

## Properties
* lowest unoccupied orbital energy: -5.28 eV
* total energy: -528.56921 Ha
* HOMO-LUMO gap: 6.29 eV
* net charge: +1
* HOMO: -11.57 eV

Structure (XYZ):
```
21
Properties=species:S:1:pos:R:3:forces:R:3
C -3.269 -0.910 -0.746 2.45 0.87 1.45
C -2.804 0.663 -0.879 3.07 -2.44 2.46
C -1.425 1.119 -0.118 -1.58 -4.69 0.31
C -0.621 -0.040 0.745 -2.19 -0.35 -1.38
C 0.801 0.473 1.462 -0.95 -0.12 -0.47
C 1.944 0.392 0.290 0.04 -0.78 -0.79
N 1.808 -0.789 -0.645 5.79 6.96 0.56
N 2.896 -0.523 -1.505 -0.54 1.88 2.27
N 3.609 0.642 -1.185 -2.23 -2.05 0.40
N 3.101 1.297 -0.074 -4.54 -5.10 0.01
C -1.098 -1.601 0.895 -2.23 2.56 -2.35
C -2.482 -2.067 0.128 1.69 4.83 -0.41
H -4.240 -1.229 -1.322 2.14 0.70 1.31
H -3.365 1.491 -1.511 1.09 -2.22 1.45
H -0.988 2.209 -0.155 -1.08 -2.40 0.06
H 0.647 1.548 1.925 0.56 -2.15 -1.22
H 1.043 -0.253 2.348 -0.08 1.30 -1.88
H 4.421 0.950 -1.765 -0.95 -0.31 0.68
H 3.378 2.171 0.424 0.07 -0.96 -0.93
H -0.451 -2.382 1.517 -1.57 1.98 -1.49
H -2.907 -3.161 0.172 1.04 2.51 -0.06
```
Positions in Å, forces in eV/Å.

---

Entry from the Open Molecules 2025 dataset: the molecule C8H9NO in a non-equilibrium geometry (wB97M-V/def2-TZVPD).

## Properties
* lowest unoccupied orbital energy: 0.77 eV
* total energy: -440.17382 Ha
* HOMO-LUMO gap: 9.63 eV
* HOMO: -8.85 eV

Structure (XYZ):
```
19
Properties=species:S:1:pos:R:3:forces:R:3
C -2.748 0.082 2.155 -0.79 4.19 -0.78
C -1.421 -0.341 1.584 0.18 -0.61 1.80
C 0.179 0.135 -0.283 -0.25 -0.46 0.19
C 0.435 1.074 -1.360 -2.35 1.26 1.95
C 1.587 0.960 -2.062 0.22 -0.16 -0.72
C 2.421 -0.132 -1.809 4.58 -0.27 -4.70
C 2.287 -1.066 -0.908 -3.18 -3.40 3.98
C 1.033 -0.930 -0.060 3.35 0.84 -2.27
H -3.100 -0.617 2.827 -0.75 -1.85 1.03
H -2.732 1.107 2.912 0.25 -2.57 -2.69
H -3.469 0.212 1.248 0.88 0.09 1.93
H -1.591 0.937 0.074 -3.41 3.28 -1.80
H -0.346 1.966 -1.420 1.93 -1.91 -0.31
H 1.897 1.580 -2.896 -0.42 0.30 0.23
H 3.347 -0.424 -2.550 -2.23 1.59 1.52
H 2.942 -2.075 -0.809 -1.57 2.88 -0.19
H 1.067 -1.587 0.744 -1.05 -0.89 1.30
N -1.032 0.339 0.501 4.81 -2.59 -0.21
O -0.757 -1.220 2.113 -0.21 0.26 -0.25
```
Positions in Å, forces in eV/Å.